1.
The following is a DFT calculation (the ωB97M-V functional and the def2-TZVPD basis) of the ion C4H12N2P with charge +1.

The geometry in ORCA input format:
```
! RIJCOSX wB97M-V def2-TZVPD def2/J DEFGRID3
* xyz 1 3
C 1.96075 -0.47260 -0.13007
C -0.49316 0.04596 0.04115
C -0.87504 -0.38562 1.38086
C -1.54141 0.87743 -0.63750
N -0.22434 -1.60018 -0.69908
N 0.87702 0.58741 -0.22507
P 1.33640 -1.98325 -1.14216
H 2.80903 -0.09686 -0.47037
H 2.03246 -0.89303 0.88182
H -1.95958 -0.42553 1.38520
H -0.52511 0.37126 2.12910
H -0.40895 -1.34511 1.72721
H -1.15391 1.36844 -1.56187
H -1.91002 1.69660 0.00531
H -2.39336 0.21363 -0.90536
H -0.98316 -2.19934 -0.42130
H 1.13271 1.44452 0.43457
H 0.89842 0.98895 -1.17551
H 1.56913 -1.29523 -2.39319
*
```

F_max: 5.1 eV/Å
Frontier orbital gap (spin up / spin down): 5.65 / 7.25 eV
Relative energy (zero: lowest compared OMol25 entry of this formula, charge and spin): 86.4 kJ/mol
Highest occupied orbital energy (spin up / spin down): -0.325 / -0.515 Eh

---

2.
The following is a DFT calculation (the ωB97M-V functional and the def2-TZVPD basis) of the molecule C4H12N2S.

The geometry in ORCA input format:
```
! RIJCOSX wB97M-V def2-TZVPD def2/J DEFGRID3
* xyz 0 1
C 2.19455 -0.87446 -1.49917
N 0.75867 -0.77067 -1.78910
C -0.06355 -0.40148 -0.64178
C -1.16768 0.76754 -1.18326
N -2.06197 1.37005 -0.18066
C 0.65979 0.06272 0.66153
S -0.15385 -0.20382 2.31021
H 2.60369 -0.20736 -0.73658
H 2.50300 -1.77787 -1.07343
H 2.64465 -0.58316 -2.42346
H 0.72492 -0.12459 -2.65151
H -0.68218 -1.26027 -0.26284
H -1.82452 0.21698 -1.88386
H -0.54036 1.60301 -1.79824
H -2.73310 0.88098 0.47550
H -1.83521 2.28880 0.25011
H 1.55826 -0.46627 0.66513
H 0.80432 1.16829 0.58552
H -1.37748 0.00111 1.65460
*
```

SMILES: CN[C@H](CN)CS
F_max: 3.3 eV/Å
Frontier orbital gap: 9.44 eV
Relative energy (zero: lowest compared OMol25 entry of this formula, charge and spin): 218.2 kJ/mol
Highest occupied orbital energy: -0.314 Eh

---

3.
The following is a DFT calculation (the ωB97M-V functional and the def2-TZVPD basis) of a structure of composition C4H12N2S.

The geometry in ORCA input format:
```
! RIJCOSX wB97M-V def2-TZVPD def2/J DEFGRID3
* xyz 0 1
C -1.47506 -1.23600 1.25272
C 2.03693 1.40133 0.12118
C 0.54526 -0.36741 -0.47557
C -1.34108 -0.91965 -0.20630
N -0.22333 1.82240 -0.55175
N 0.66163 0.92714 0.09845
S -1.64848 -2.27396 -1.32344
H -0.85763 -2.09148 1.52483
H -1.15280 -0.37507 1.83320
H -2.51094 -1.46694 1.50515
H 2.06921 2.37411 0.61540
H 2.64851 0.70207 0.68653
H 2.46695 1.50763 -0.89077
H 0.64637 -0.42221 -1.56102
H 1.13320 -1.10477 0.05438
H -1.89019 -0.05083 -0.54199
H 0.11348 2.08372 -1.48323
H -0.30190 2.66314 0.01101
H -0.92009 -3.17322 -0.66878
*
```

F_max: 4.4 eV/Å
Frontier orbital gap: 9.07 eV
Relative energy (zero: lowest compared OMol25 entry of this formula, charge and spin): 217.0 kJ/mol
Highest occupied orbital energy: -0.297 Eh

---

4.
The following is a DFT calculation (the ωB97M-V functional and the def2-TZVPD basis) of the molecule C4H12N2S.

The geometry in ORCA input format:
```
! RIJCOSX wB97M-V def2-TZVPD def2/J DEFGRID3
* xyz 0 1
N 2.85948 -0.13468 -0.86262
C 1.93002 -1.27933 -0.77972
C 0.48586 -0.82228 -0.89063
N 0.04797 -0.06779 0.22987
C -1.36948 0.23532 0.30304
C -1.63032 1.05772 1.55418
S -3.41237 1.04547 2.03766
H 3.69889 -0.36664 -1.38392
H 2.42349 0.56867 -1.45130
H 1.99954 -1.65217 0.24948
H 2.09284 -2.05350 -1.52243
H -0.13294 -1.72437 -0.96664
H 0.33992 -0.30542 -1.86425
H 0.63267 0.73470 0.41487
H -1.95369 -0.67725 0.38173
H -1.67460 0.82312 -0.56503
H -1.18444 0.56302 2.40896
H -1.33245 2.09479 1.55610
H -3.82039 1.96060 1.15064
*
```

SMILES: NCCNCCS
F_max: 1.5 eV/Å
Frontier orbital gap: 9.75 eV
Relative energy (zero: lowest compared OMol25 entry of this formula, charge and spin): 46.8 kJ/mol
Highest occupied orbital energy: -0.322 Eh